--- a ---
H10O5 | wB97M-V/def2-TZVPD

Structure (ORCA input):
```
! wB97M-V def2-TZVPD RIJCOSX def2/J DEFGRID3
* xyz 0 1
O -17.032 -11.421 4.842
O -16.450 -13.716 3.778
O -16.877 -8.534 4.588
O -17.579 -10.203 6.612
O -17.726 -12.077 2.663
H -17.732 -10.743 7.387
H -16.314 -7.891 4.156
H -17.111 -9.436 6.942
H -17.720 -12.036 1.706
H -17.103 -14.371 4.025
H -17.797 -11.719 4.349
H -17.320 -11.255 2.940
H -17.396 -10.904 5.560
H -16.964 -12.947 3.532
H -16.349 -9.331 4.622
*
```

Calculated values
- orbital gap (eV) = 9.87
- highest occupied orbital energy (Eh) = -0.3444

=====

--- b ---
H10O5 | wB97M-V/def2-TZVPD

Structure (ORCA input):
```
! wB97M-V def2-TZVPD RIJCOSX def2/J DEFGRID3
* xyz 0 1
O -0.375 -0.262 0.554
O -1.875 -2.040 -1.147
O 0.289 1.556 -1.394
O 0.616 2.340 2.157
O 1.863 -1.790 0.457
H 1.161 2.034 1.440
H -2.707 -1.597 -1.257
H 0.241 0.945 -0.677
H -0.354 1.176 -2.014
H 1.164 3.044 2.455
H -0.808 -0.857 -0.044
H 2.189 -1.316 -0.285
H 1.071 -1.182 0.514
H -1.426 -1.956 -1.980
H -1.050 -0.094 1.219
*
```

Calculated values
- orbital gap (eV) = 10.85
- highest occupied orbital energy (Eh) = -0.3987

=====

--- c ---
H10O5 | wB97M-V/def2-TZVPD

Structure (ORCA input):
```
! wB97M-V def2-TZVPD RIJCOSX def2/J DEFGRID3
* xyz 0 1
O -12.942 17.009 -7.468
O -16.593 15.092 -6.180
O -10.327 17.306 -8.442
O -14.047 14.675 -8.308
O -12.005 18.348 -5.221
H -10.217 17.209 -9.391
H -12.544 17.943 -4.526
H -16.128 15.517 -6.876
H -13.517 16.386 -7.874
H -16.807 14.228 -6.534
H -14.692 14.126 -8.746
H -13.761 14.121 -7.579
H -12.520 18.084 -5.973
H -12.102 17.040 -7.946
H -10.190 18.233 -8.127
*
```

Calculated values
- orbital gap (eV) = 10.62
- highest occupied orbital energy (Eh) = -0.3839

=====

--- d ---
H10O5 | wB97M-V/def2-TZVPD

Structure (ORCA input):
```
! wB97M-V def2-TZVPD RIJCOSX def2/J DEFGRID3
* xyz 0 1
O 4.480 1.515 -1.746
O 1.351 -0.725 2.278
O -3.549 -0.395 0.010
O -0.050 -2.005 0.009
O -2.352 1.540 -0.707
H 2.030 -0.069 2.150
H 0.694 -0.412 1.611
H -2.191 2.101 0.058
H 3.967 1.389 -0.930
H -2.680 -0.004 0.201
H 5.388 1.552 -1.520
H 0.359 -2.849 0.290
H -3.183 -1.261 -0.370
H -3.097 1.807 -1.102
H -0.323 -1.694 0.857
*
```

Calculated values
- orbital gap (eV) = 10.66
- highest occupied orbital energy (Eh) = -0.3871

=====

The winner here is c, beating the second structure by 4.8 kcal/mol.

=====

--- a ---
H10O5 | wB97M-V/def2-TZVPD

Structure (ORCA input):
```
! wB97M-V def2-TZVPD RIJCOSX def2/J DEFGRID3
* xyz 0 1
O 0.710 -1.490 2.879
O -0.887 -0.193 0.739
O -0.634 1.219 -2.482
O 1.038 2.040 0.912
O 0.343 -1.247 -2.012
H -1.722 0.045 1.109
H -0.387 0.380 -2.118
H 0.966 2.651 1.638
H -0.695 1.067 -3.434
H 0.252 1.467 0.980
H -1.024 -0.481 -0.134
H 0.186 -1.151 2.164
H 0.346 -1.107 3.671
H 0.538 -1.985 -2.587
H 0.977 -1.217 -1.321
*
```

Calculated values
- orbital gap (eV) = 11.12
- highest occupied orbital energy (Eh) = -0.3991

=====

--- b ---
H10O5 | wB97M-V/def2-TZVPD

Structure (ORCA input):
```
! wB97M-V def2-TZVPD RIJCOSX def2/J DEFGRID3
* xyz 0 1
O 1.964 0.700 -1.003
O 0.014 1.587 -0.532
O -0.062 -0.037 0.735
O 0.289 -1.264 2.381
O -1.034 -1.084 -0.710
H -0.526 1.255 -1.250
H 1.017 0.640 -1.130
H 0.050 -0.517 1.832
H -1.638 -0.653 -1.316
H -0.195 0.752 0.210
H 2.077 0.724 -0.053
H -1.006 -1.994 -1.005
H -0.049 2.540 -0.606
H -0.375 -1.925 2.188
H -0.527 -0.724 0.258
*
```

Calculated values
- orbital gap (eV) = 7.91
- highest occupied orbital energy (Eh) = -0.3150

=====

The winner here is a, beating the second structure by 150.3 kcal/mol.

=====

--- a ---
H10O5 | wB97M-V/def2-TZVPD

Structure (ORCA input):
```
! wB97M-V def2-TZVPD RIJCOSX def2/J DEFGRID3
* xyz 0 1
O 0.531 -0.053 0.664
O 2.090 1.436 -0.971
O 0.295 -2.603 1.665
O -0.833 1.218 -1.379
O -3.200 -0.868 0.536
H 1.371 0.362 0.381
H 0.499 -1.762 1.281
H 2.014 2.327 -1.311
H 0.068 1.380 -1.541
H -0.104 0.412 0.111
H 0.982 -3.222 1.436
H -3.088 -1.516 1.196
H -2.424 -0.336 0.630
H -1.221 2.085 -1.569
H 3.020 1.139 -1.129
*
```

Calculated values
- orbital gap (eV) = 10.27
- highest occupied orbital energy (Eh) = -0.3841

=====

--- b ---
H10O5 | wB97M-V/def2-TZVPD

Structure (ORCA input):
```
! wB97M-V def2-TZVPD RIJCOSX def2/J DEFGRID3
* xyz 0 1
O 0.803 -0.788 -1.109
O -0.319 -0.908 1.524
O 2.715 -1.186 0.708
O -0.943 1.534 -1.876
O -2.301 0.986 0.972
H 0.547 -1.149 1.508
H -0.022 -0.376 -1.169
H -2.452 1.088 1.885
H 3.215 -0.401 0.774
H 2.261 -1.241 -0.098
H -0.767 -1.611 1.028
H 1.196 -0.237 -1.770
H -1.363 1.532 -1.059
H -1.410 0.463 1.019
H -1.160 2.295 -2.336
*
```

Calculated values
- orbital gap (eV) = 12.00
- highest occupied orbital energy (Eh) = -0.4163

=====

--- c ---
H10O5 | wB97M-V/def2-TZVPD

Structure (ORCA input):
```
! wB97M-V def2-TZVPD RIJCOSX def2/J DEFGRID3
* xyz 0 1
O 5.095 -0.503 -0.310
O -2.992 0.191 -0.017
O 0.995 -0.629 0.722
O -0.237 2.025 -0.195
O -2.497 -1.641 -0.365
H 0.308 -0.276 0.145
H -2.165 0.684 0.008
H 0.590 -0.628 1.597
H 5.372 0.015 -1.074
H -0.015 2.944 -0.009
H 5.914 -0.666 0.171
H -3.670 0.873 -0.088
H -2.884 -1.993 -1.174
H -2.748 -2.278 0.313
H -1.065 1.883 0.277
*
```

Calculated values
- orbital gap (eV) = 10.05
- highest occupied orbital energy (Eh) = -0.3503

=====

--- d ---
H10O5 | wB97M-V/def2-TZVPD

Structure (ORCA input):
```
! wB97M-V def2-TZVPD RIJCOSX def2/J DEFGRID3
* xyz 0 1
O 0.459 1.861 1.746
O -3.269 -0.372 0.618
O 1.076 0.637 -2.692
O 0.056 -0.418 -0.241
O 2.200 -2.367 0.296
H 1.952 0.346 -2.960
H -0.035 2.414 2.359
H 0.062 0.537 -0.114
H 0.777 -0.021 -2.052
H 1.655 -1.571 0.217
H -3.000 0.285 1.268
H 0.789 2.472 1.078
H -0.426 -0.758 0.520
H 1.835 -2.972 -0.356
H -4.131 -0.073 0.314
*
```

Calculated values
- orbital gap (eV) = 11.16
- highest occupied orbital energy (Eh) = -0.4023

=====

The winner here is d, beating the second structure by 2.7 kcal/mol.

=====

--- a ---
H10O5 | wB97M-V/def2-TZVPD

Structure (ORCA input):
```
! wB97M-V def2-TZVPD RIJCOSX def2/J DEFGRID3
* xyz 0 1
O 0.885 0.145 0.285
O -3.067 1.426 0.831
O 4.282 4.555 -2.744
O -2.848 -3.137 1.706
O 0.672 -3.968 -0.218
H -3.166 1.796 -0.046
H 1.106 -3.116 -0.166
H -2.409 -2.526 2.298
H 0.124 0.520 0.729
H -2.313 -3.127 0.912
H -3.183 2.171 1.420
H 1.119 0.794 -0.378
H 4.128 4.128 -1.901
H 1.244 -4.559 0.271
H 3.426 4.897 -3.000
*
```

Calculated values
- orbital gap (eV) = 11.32
- highest occupied orbital energy (Eh) = -0.4088

=====

--- b ---
H10O5 | wB97M-V/def2-TZVPD

Structure (ORCA input):
```
! wB97M-V def2-TZVPD RIJCOSX def2/J DEFGRID3
* xyz 0 1
O 0.181 5.224 -2.663
O 2.446 -1.961 2.620
O -1.847 -2.648 -0.952
O 0.492 0.352 -0.052
O -1.813 -1.337 1.108
H 2.006 -2.446 1.916
H 2.936 -1.277 2.298
H 0.494 5.745 -1.833
H -0.847 -1.347 0.871
H 1.335 0.703 -0.408
H -1.949 -1.263 2.047
H -2.041 -1.888 -1.509
H -2.102 -3.286 -1.565
H 0.526 4.354 -2.378
H 0.184 1.076 0.501
*
```

Calculated values
- orbital gap (eV) = 10.66
- highest occupied orbital energy (Eh) = -0.3892

=====

The winner here is a, beating the second structure by 16.3 kcal/mol.

=====

--- a ---
H10O5 | wB97M-V/def2-TZVPD

Structure (ORCA input):
```
! wB97M-V def2-TZVPD RIJCOSX def2/J DEFGRID3
* xyz 0 1
O 1.359 -0.524 0.992
O 0.095 0.547 -1.637
O -0.828 0.767 2.595
O -1.996 0.860 0.064
O 1.823 -1.473 -1.991
H -1.014 0.592 3.523
H 1.387 -0.647 -2.308
H -2.978 0.952 0.022
H -1.833 0.865 1.013
H 1.889 -1.255 0.787
H 1.890 -2.132 -2.746
H -0.442 1.337 -1.715
H -0.233 0.099 2.281
H -0.452 -0.011 -1.082
H 1.332 0.023 0.201
*
```

Calculated values
- orbital gap (eV) = 11.75
- highest occupied orbital energy (Eh) = -0.4039

=====

--- b ---
H10O5 | wB97M-V/def2-TZVPD

Structure (ORCA input):
```
! wB97M-V def2-TZVPD RIJCOSX def2/J DEFGRID3
* xyz 0 1
O 0.018 -1.480 -1.336
O -1.005 1.007 -1.077
O -1.798 0.799 1.706
O 0.174 -0.541 0.394
O 2.529 0.114 0.215
H 2.915 -0.623 0.687
H -1.916 -0.112 1.975
H 2.521 -0.165 -0.701
H 0.049 -0.863 -0.604
H -0.079 0.327 0.706
H 1.131 -0.517 0.367
H -0.896 -1.762 -1.373
H -1.269 1.926 -1.129
H -0.129 1.031 -0.693
H -2.243 0.859 0.861
*
```

Calculated values
- orbital gap (eV) = 9.48
- highest occupied orbital energy (Eh) = -0.3342

=====

The winner here is a, beating the second structure by 84.3 kcal/mol.